Formula: C3H7O3
Source: the Open Molecules 2025 dataset
Level of theory: ωB97M-V/def2-TZVPD

XYZ file:
```
13
C3H7O3 (ωB97M-V/def2-TZVPD)
H 0.0339 3.3602 0.8951
H -1.3350 -0.8529 -1.7733
C 0.3932 1.2032 0.9057
H 0.1424 2.8056 -0.7077
C -0.2270 2.5053 0.3146
H -0.2368 -1.3857 -0.4392
H -1.9310 -2.2202 -0.8590
O -0.2528 -2.9658 -1.8845
C -0.9368 -1.7926 -1.2082
O -0.2440 0.1197 1.1465
H 0.5098 -3.0785 -1.2549
H -1.3133 2.4990 0.4945
O 1.5911 1.2683 1.1845
```

charge	-1
Kohn-Sham gap	0.2766	hartree
ΔE to the lowest compared entry with this formula, charge and spin	2.059	eV